The following is a DFT calculation (ωB97M-V/def2-TZVPD) of a molecular structure, C28H35Br60NO4 at a distorted geometry.

Properties
- total charge = 0
- energy (a.u.) = -155883.984807
- orbital gap (eV) = 8.21
- HOMO (eV) = -8.75

Each line ends with the Mulliken charge.
Element x y z (Å)
1 Br 0.7721 -2.3639 2.3748  0.093
2 Br 0.5636 6.6571 13.8078  0.000
3 Br -0.8713 -5.1691 2.3040  0.029
4 Br -4.5548 -8.5830 -2.7974  -0.041
5 Br 3.4311 -6.5363 -1.6104  0.049
6 Br -10.3486 5.8412 -2.2518  -0.002
7 Br 3.3108 0.8648 2.9890  0.104
8 Br -1.2776 8.3461 11.7915  -0.020
9 Br 1.0206 6.4653 9.1372  0.043
10 Br -5.9707 8.0277 1.0373  -0.043
11 Br 2.3350 8.6975 7.2416  -0.065
12 Br 7.6344 -1.5848 5.9693  -0.046
13 Br 4.5535 -4.9941 -4.2361  0.119
14 Br 1.5930 -5.2246 7.5787  -0.020
15 Br -7.6126 4.6359 -8.8924  -0.067
16 Br 3.8567 -1.8346 1.3285  0.139
17 Br -5.9148 1.9391 -9.2888  -0.059
18 Br -4.3778 8.2442 -1.7415  -0.023
19 Br -3.1383 0.3309 -3.9459  -0.006
20 Br -5.0783 -7.4243 2.7718  -0.059
21 Br -5.7153 -9.7163 -0.0256  -0.008
22 Br -5.1323 8.2543 -7.5464  -0.020
23 Br 4.8442 2.0434 -9.5139  -0.024
24 Br -7.5439 -7.8484 -1.8873  -0.017
25 Br -10.9685 8.2865 -4.2372  -0.023
26 Br -2.2034 1.3094 9.1250  0.009
27 Br -2.2673 -7.9726 0.3134  0.052
28 Br -5.5489 -0.4183 11.7876  -0.002
29 Br 5.9445 3.5979 6.4191  -0.021
30 Br 1.9095 0.7410 -9.4789  0.006
31 Br 4.4783 3.9527 3.5852  -0.057
32 Br -1.2750 -4.6019 8.8865  -0.034
33 Br -5.9168 5.5314 -0.9806  0.022
34 Br 2.8239 2.7011 -7.1077  0.006
35 Br 3.5646 5.9063 -11.0284  -0.023
36 Br 0.7291 -8.7042 -0.6119  -0.031
37 Br 5.4571 -7.9953 -3.6185  -0.037
38 Br -9.9451 8.8637 -1.2480  -0.022
39 Br -0.8285 8.1589 7.1349  -0.007
40 Br -3.5242 -2.7091 -4.9006  -0.052
41 Br 1.8827 8.8880 11.9154  -0.029
42 Br -0.4322 -9.7910 2.1932  -0.028
43 Br 0.9352 -0.4528 1.2484  -0.052
44 Br -0.2723 1.3400 6.5603  0.039
45 Br 0.9094 -2.2606 8.6133  -0.004
46 Br 4.7351 -1.9853 4.6546  0.032
47 Br 7.0971 -0.6313 2.9530  0.003
48 Br 3.4888 5.6472 6.1267  0.052
49 Br -8.0991 9.3469 -6.9822  -0.027
50 Br -6.4871 7.8201 -4.6681  0.078
51 Br -5.3013 3.8658 -6.7980  0.043
52 Br 0.6306 4.6044 -10.9939  -0.007
53 Br -4.0149 2.2493 12.6983  -0.024
54 Br -4.1022 -10.2317 3.9797  -0.052
55 Br -3.1858 0.0018 6.3630  -0.031
56 Br -6.4439 2.4300 10.6089  0.000
57 Br 1.5449 6.5634 -8.6208  -0.013
58 Br -1.0199 -3.2670 4.8840  0.065
59 Br -2.6052 -7.5160 4.8155  0.009
60 Br -4.0811 -0.2981 -6.9478  0.004
61 O 4.3685 -1.5835 -6.3195  -0.478
62 O 6.9523 -2.5159 -1.1322  -0.627
63 O -0.0011 -2.7324 -4.2351  -0.456
64 O 2.5263 -1.0905 -4.8780  -0.293
65 N 5.6086 -2.0467 -3.0964  0.284
66 C 3.3930 1.3834 -8.4106  0.383
67 C 6.1369 -1.9369 -4.5025  0.004
68 C 1.2307 -2.7954 -3.4849  -0.315
69 C 7.8534 -3.1964 -3.3894  -0.270
70 C -6.6546 3.1968 -8.0137  -0.310
71 C -3.0398 -0.9096 -5.4323  -0.211
72 C -1.6691 0.3847 7.5081  0.104
73 C 0.0735 -3.8788 3.4060  -0.547
74 C -6.7869 7.9806 -6.5777  -0.061
75 C -0.8434 -9.2841 0.3686  -0.338
76 C 0.6136 -4.1606 8.8710  -0.344
77 C 0.7620 8.1634 8.2421  -0.223
78 C 4.9110 -6.3041 -2.8453  -0.383
79 C -5.8906 7.4623 -0.8144  0.105
80 C 5.3812 -0.9640 -5.4984  -0.530
81 C 6.7796 -2.5715 -2.3540  0.265
82 C 2.5497 -0.7920 2.3119  -0.271
83 C 7.7241 -2.0317 -4.5099  -0.793
84 C -4.2856 -8.3268 4.2923  -0.311
85 C -6.1326 -9.1759 -1.8400  -0.300
86 C 4.2751 3.9861 5.5130  -0.191
87 C -5.7018 1.4834 12.1285  -0.326
88 C 2.1047 -1.4754 -3.5602  -0.051
89 C 0.3065 8.3546 12.9090  -0.297
90 C 6.3327 -0.8877 4.7147  -0.145
91 C -9.8850 7.6529 -2.7607  0.467
92 C 3.2670 -2.1146 -5.5366  0.924
93 C 2.1139 5.2470 -9.9251  0.499
94 H -4.9710 -8.2056 5.1271  0.367
95 H 2.4985 4.3947 -9.3696  -0.470
96 H -2.0004 -0.9422 -5.7511  0.258
97 H 0.1480 9.1033 13.6808  0.341
98 H 8.8800 -3.4393 -2.9946  0.330
99 H 0.6086 8.9112 9.0172  0.237
100 H -1.2010 -10.1776 -0.1373  0.365
101 H -1.2503 -0.5717 7.8119  -0.138
102 H 7.3237 -4.1309 -3.7685  0.095
103 H 1.8230 -3.7120 -3.8422  0.160
104 H -7.2000 7.0326 -6.9157  0.060
105 H 4.9118 -0.1246 -4.8706  0.237
106 H 0.9304 -4.3995 3.8349  0.348
107 H 5.4108 -1.0642 -2.8225  0.379
108 H -8.8554 7.6317 -3.1102  -0.429
109 H -6.7897 7.8357 -1.3000  -0.100
110 H 5.8460 -2.9623 -4.9241  -0.201
111 H 3.7778 0.5304 -7.8543  -0.372
112 H 0.9829 -3.0052 -2.3878  0.319
113 H -6.4009 1.6045 12.9519  0.338
114 H 1.4518 -0.6242 -3.1721  0.315
115 H 2.5587 -2.5821 -6.3074  0.354
116 H 3.5803 3.1907 5.7724  0.193
117 H -6.5060 -10.0562 -2.3569  0.340
118 H 8.2699 -2.3264 -5.4509  0.345
119 H 3.5675 -2.9959 -4.8524  -1.038
120 H 1.0066 -4.4127 9.8526  0.381
121 H -7.3796 2.6525 -7.4138  0.397
122 H 6.0321 0.0924 5.0785  0.160
123 H -0.5778 -3.3953 -3.7996  0.287
124 H 8.0471 -1.0816 -3.9815  0.344
125 H 6.1160 -0.4363 -6.1928  0.339
126 H 2.9994 -1.5609 -2.8639  0.044
127 H 2.2492 -1.3967 3.1881  0.210
128 H 5.7515 -5.9354 -2.2609  0.341

Forces on atoms 1 to 6 (eV/Å):
-5.97 -9.97 3.38
-0.04 0.29 -0.22
0.21 0.28 0.11
-0.28 -0.07 0.17
0.26 0.19 -0.36
0.07 0.34 -0.07



The following is a DFT calculation (ωB97M-V/def2-TZVPD) of 2 unconnected molecules or ions with the total composition C6H9N at a distorted geometry.

Properties
- ΔE to the lowest compared entry with this formula, charge and spin (kJ/mol) = 191.0
- total charge = 0
- energy (a.u.) = -288.709302
- orbital gap (eV) = 10.84
- SMILES string = C=C(C)C#N.C=C
- HOMO (eV) = -10.16

Each line ends with the Mulliken charge.
Element x y z (Å)
1 N 3.7241 -1.1885 -1.2892  -0.436
2 C 1.3544 0.9708 0.1597  -1.087
3 C -1.7302 -0.2338 1.5476  -0.588
4 C 1.3740 -0.1667 -0.8281  0.736
5 C 2.6702 -0.7492 -1.0935  0.097
6 C 0.3036 -0.6402 -1.4699  -0.835
7 C -2.6946 0.1122 0.7012  -0.441
8 H -1.4441 0.4054 2.3798  0.270
9 H -1.1867 -1.1706 1.4450  0.261
10 H -2.9885 -0.5342 -0.1233  0.282
11 H 0.3259 1.2817 0.3605  0.303
12 H -0.6784 -0.2120 -1.2897  0.263
13 H 1.8242 0.6744 1.1039  0.314
14 H 1.9164 1.8254 -0.2325  0.339
15 H 0.3812 -1.4561 -2.1817  0.294
16 H -3.2372 1.0490 0.8010  0.228

Forces on atoms 1 to 6 (eV/Å):
-1.00 0.41 0.20
-0.04 0.04 0.03
-0.16 0.05 -0.11
-0.18 -0.05 -0.11
0.91 -0.39 -0.19
0.12 0.06 0.06



The following is a DFT calculation (ωB97M-V/def2-TZVPD) of 2 unconnected molecules or ions with the total composition C3H7O3 at a distorted geometry.

Properties
- ΔE to the lowest compared entry with this formula, charge and spin (kJ/mol) = 111.7
- total charge = -1
- energy (a.u.) = -344.267662
- orbital gap (eV) = 5.98
- HOMO (eV) = -3.16

Each line ends with the Mulliken charge.
Element x y z (Å)
1 O 0.5970 7.1719 -1.5249  -0.645
2 O 0.0000 0.0000 0.0000  -0.745
3 O -0.8762 -0.4222 -1.9621  -0.770
4 C -1.2182 1.7956 -1.1028  -0.136
5 C -0.6748 0.4134 -1.0147  0.376
6 C -0.6175 2.8290 -0.0784  -0.931
7 H 0.6042 7.0432 -2.5004  0.322
8 H 0.4692 2.9919 -0.1748  0.249
9 H -2.3016 1.7313 -0.8847  0.144
10 H 1.5430 7.1151 -1.2601  0.321
11 H -1.1380 3.7662 -0.3379  0.330
12 H -0.8441 2.5799 0.9719  0.239
13 H -1.1042 2.2171 -2.1201  0.245

Forces on atoms 1 to 6 (eV/Å):
1.00 -0.03 -0.75
-0.99 2.11 -0.38
-0.73 1.90 -0.04
0.04 1.57 0.90
2.10 -4.76 0.25
-0.69 -0.12 -0.63



The following is a DFT calculation (ωB97M-V/def2-TZVPD) of 2 unconnected molecules or ions with the total composition C2H6O at a distorted geometry.

Properties
- ΔE to the lowest compared entry with this formula, charge and spin (kJ/mol) = 546.5
- total charge = 0
- energy (a.u.) = -154.817655
- orbital gap (spin up / spin down) (eV) = 12.09 / 5.56
- HOMO (spin up / spin down) (eV) = -11.01 / -6.01

Each line ends with the Mulliken charge.
Element x y z (Å)
1 O -0.9546 -0.1112 0.3176  -0.266
2 C 0.2262 0.6387 -0.2751  -0.779
3 C -0.8878 -1.2820 0.6918  -0.460
4 H -1.8100 -1.7351 1.0717  0.287
5 H 0.3433 1.5070 0.3775  0.264
6 H -0.1096 0.9132 -1.2782  0.262
7 H 1.0898 -0.0322 -0.2667  0.395
8 H 0.0417 -1.8591 0.5813  0.237
9 H 2.0610 1.9607 -1.2199  0.060

Forces on atoms 1 to 6 (eV/Å):
0.52 7.90 -2.80
-2.05 -1.50 1.09
0.93 -6.83 2.02
0.49 0.15 -0.18
0.16 -0.18 -0.26
0.31 -0.02 0.20